The following is a DFT calculation (the ωB97M-V functional and the def2-TZVPD basis) of a molecular structure, C26H43Cl3O2OsP2 in a non-equilibrium geometry.

Cartesian coordinates (Å):
Os -0.64 1.03 -0.06
C -0.35 2.97 0.71
C -0.93 3.03 -0.60
C -2.40 1.91 0.78
C -1.27 2.28 1.56
C -2.19 2.36 -0.56
C 0.83 3.75 1.20
H 1.43 4.14 0.37
H 1.47 3.15 1.86
H 0.50 4.61 1.80
C -1.21 2.20 3.06
H -0.22 2.47 3.44
H -1.48 1.18 3.36
H -1.95 2.88 3.52
C -3.67 1.40 1.39
H -4.12 2.18 2.03
H -3.43 0.54 2.03
H -4.40 1.15 0.62
C -3.20 2.34 -1.66
H -3.78 3.27 -1.66
H -3.92 1.53 -1.52
H -2.72 2.25 -2.64
C -0.45 3.88 -1.74
H -1.07 4.78 -1.79
H -0.54 3.36 -2.70
H 0.59 4.18 -1.60
C 3.51 -1.92 -0.52
C 3.95 -0.68 -0.80
C 4.25 -0.22 -2.19
C 3.28 -0.75 -3.28
C 1.82 -0.87 -2.91
C 1.26 -2.01 -2.45
C 2.05 -3.25 -2.19
C 3.43 -3.04 -1.49
H 5.27 -0.56 -2.46
H 3.67 -1.70 -3.68
H 4.26 0.87 -2.23
H 4.22 -2.95 -2.25
H 3.37 -2.20 0.54
H 4.22 0.01 0.01
H 3.62 -3.97 -0.93
H 1.45 -3.94 -1.58
H 0.18 -2.16 -2.49
H 2.24 -3.79 -3.14
H 3.32 -0.02 -4.10
H 1.20 -0.02 -3.22
P 0.93 -0.21 1.10
P -1.69 -1.08 -0.67
C 0.71 -1.98 0.64
C -0.66 -2.43 0.08
H 0.94 -2.56 1.54
H 1.45 -2.19 -0.13
H -0.54 -3.21 -0.68
H -1.24 -2.85 0.91
C -3.37 -1.46 -0.11
H -4.06 -0.68 -0.46
H -3.37 -1.53 0.99
H -3.67 -2.43 -0.55
C -1.87 -0.94 -2.47
H -2.08 -1.93 -2.90
H -0.96 -0.52 -2.92
H -2.72 -0.27 -2.68
C 1.89 0.06 2.58
H 1.73 1.09 2.93
H 2.97 -0.09 2.38
H 1.52 -0.65 3.35
C 1.69 0.88 -0.20
H 1.10 1.61 -0.82
H 2.12 0.24 -0.97
H 2.44 1.51 0.30
Cl -3.35 -3.44 3.48
C -2.54 -2.22 4.49
Cl -3.66 -0.87 4.85
Cl -1.95 -2.92 5.99
C -1.31 -1.65 3.59
O -0.17 -2.02 3.89
O -1.72 -0.91 2.63

Calculated values
* ΔE to the lowest compared entry with this formula, charge and spin: 0.00 kcal/mol
* LUMO (alpha / beta): -5.5 / -10.2 eV
* spin multiplicity: 5
* frontier orbital gap (alpha / beta): 0.183 / 0.145 Ha
* ⟨S²⟩: 6.019
* maximum force: 0.171 Eh/bohr
* charge: +2
* energy: -90344.814 eV

The following is a DFT calculation (the ωB97M-V functional and the def2-TZVPD basis) of a molecular structure, C26H43F3O2OsP2 in a non-equilibrium geometry.

Cartesian coordinates (Å):
Os -1.12 1.02 -0.19
C -1.02 3.10 -0.09
C -1.06 2.65 -1.46
C -3.01 1.96 -0.41
C -2.23 2.68 0.55
C -2.30 1.95 -1.66
C 0.01 3.98 0.55
H 0.94 3.98 -0.03
H 0.21 3.65 1.57
H -0.35 5.02 0.61
C -2.66 3.06 1.93
H -1.80 3.14 2.59
H -3.35 2.31 2.34
H -3.19 4.03 1.94
C -4.40 1.46 -0.19
H -5.12 2.29 -0.15
H -4.45 0.93 0.78
H -4.70 0.77 -0.98
C -2.80 1.41 -2.96
H -3.43 2.15 -3.46
H -3.41 0.51 -2.80
H -1.97 1.17 -3.62
C -0.10 3.02 -2.55
H -0.49 3.84 -3.16
H 0.05 2.16 -3.22
H 0.86 3.33 -2.14
C 3.64 -1.68 1.39
C 4.14 -0.59 0.77
C 4.98 -0.61 -0.47
C 4.50 -1.54 -1.60
C 3.02 -1.65 -1.74
C 2.34 -2.70 -1.23
C 2.86 -3.64 -0.19
C 3.82 -3.09 0.93
H 6.02 -0.90 -0.21
H 4.94 -2.54 -1.44
H 5.05 0.42 -0.86
H 4.86 -3.29 0.64
H 3.19 -1.57 2.39
H 4.06 0.39 1.26
H 3.63 -3.72 1.82
H 2.00 -4.11 0.32
H 1.40 -3.03 -1.69
H 3.39 -4.47 -0.68
H 4.91 -1.16 -2.55
H 2.55 -0.92 -2.40
P 0.68 0.33 1.10
P -1.35 -1.30 -0.96
C 0.65 -1.52 1.08
C -0.49 -2.26 0.38
H 0.74 -1.88 2.11
H 1.59 -1.75 0.57
H -0.12 -3.20 -0.07
H -1.26 -2.51 1.12
C -3.03 -1.96 -1.03
H -3.67 -1.31 -1.64
H -3.43 -2.00 -0.01
H -3.02 -2.97 -1.47
C -0.56 -1.57 -2.57
H -0.28 -2.63 -2.69
H 0.34 -0.95 -2.65
H -1.25 -1.28 -3.37
C 1.20 0.91 2.70
H 1.46 1.98 2.64
H 2.07 0.33 3.05
H 0.34 0.77 3.38
C 1.75 1.02 -0.22
H 1.13 1.35 -1.07
H 2.43 0.25 -0.58
H 2.31 1.88 0.17
F -4.84 -0.35 2.91
C -3.71 -0.98 3.36
F -3.75 -0.97 4.71
F -3.79 -2.28 2.94
C -2.44 -0.27 2.78
O -1.68 0.33 3.56
O -2.40 -0.39 1.51

Calculated values
* LUMO (alpha / beta): -5.0 / -11.1 eV
* spin multiplicity: 5
* frontier orbital gap (alpha / beta): 0.269 / 0.119 Ha
* ⟨S²⟩: 6.017
* maximum force: 0.167 Eh/bohr
* charge: +2
* energy: -60932.371 eV

The following is a DFT calculation (the ωB97M-V functional and the def2-TZVPD basis) of 3 unconnected molecules or ions with the total composition C26H43F6IN3O6 in a non-equilibrium geometry.

Cartesian coordinates (Å):
C 1.76 0.15 -3.28
C 2.10 0.56 -2.05
C 1.16 0.36 -0.87
C 1.24 1.45 0.22
C 1.55 2.89 -0.25
C 0.30 3.61 -0.74
O -0.23 4.51 -0.13
N -0.16 3.11 -1.99
C -1.63 3.14 -2.08
C 0.52 3.77 -3.12
C 2.50 1.02 1.03
C 3.92 1.32 0.71
C 4.94 0.76 1.73
N 2.17 0.31 2.04
C 0.72 0.10 2.12
C 0.21 -0.39 3.47
N 1.02 -1.55 3.95
C 0.15 1.34 1.39
I 0.28 2.95 2.81
C -1.23 1.00 0.78
C -2.51 1.57 1.41
C -3.16 0.73 2.53
C -2.96 1.25 3.94
O -3.73 2.43 4.08
H 1.11 -0.70 -3.45
H 2.15 0.71 -4.12
H 3.06 1.06 -1.95
H 0.16 0.27 -1.29
H 1.38 -0.62 -0.42
H 2.22 2.87 -1.11
H 2.06 3.48 0.52
H -1.94 2.27 -2.66
H -2.08 3.10 -1.10
H -1.97 4.04 -2.60
H 1.23 3.09 -3.59
H 1.06 4.67 -2.82
H -0.21 4.02 -3.88
H 4.06 2.40 0.64
H 4.17 0.88 -0.26
H 4.66 -0.26 2.01
H 5.05 1.40 2.60
H 5.89 0.64 1.21
H 2.78 -0.10 2.73
H 0.53 -0.76 1.46
H -0.81 -0.75 3.34
H 0.24 0.36 4.25
H 1.78 -1.17 4.50
H 1.42 -1.99 3.13
H -1.35 -0.09 0.76
H -1.23 1.33 -0.26
H -2.41 2.61 1.72
H -3.25 1.58 0.60
H -4.24 0.77 2.36
H -2.90 -0.33 2.43
H -1.91 1.40 4.21
H -3.35 0.50 4.64
H -3.28 3.04 4.67
C -5.77 0.47 -6.93
C -6.50 -0.10 -5.73
O -5.56 -0.59 -4.74
C -5.04 0.31 -3.93
O -5.24 1.49 -3.93
C -4.11 -0.38 -2.92
F -3.31 -1.27 -3.51
F -4.82 -1.02 -1.99
F -3.34 0.52 -2.30
H -5.09 -0.27 -7.35
H -6.49 0.76 -7.69
H -5.19 1.34 -6.65
H -7.09 -0.97 -6.01
H -7.17 0.63 -5.27
C 4.42 -6.48 4.05
C 3.42 -6.76 2.95
O 2.98 -5.53 2.32
C 3.78 -5.03 1.40
O 4.83 -5.45 1.03
C 3.14 -3.76 0.81
F 2.63 -2.95 1.77
F 2.14 -4.08 -0.01
F 4.02 -3.04 0.12
H 4.00 -5.78 4.78
H 4.68 -7.40 4.57
H 5.33 -6.04 3.66
H 2.52 -7.22 3.35
H 3.83 -7.43 2.20

Calculated values
* LUMO: -3.2 eV
* spin multiplicity: 1
* frontier orbital gap: 0.308 Ha
* maximum force: 0.054 Eh/bohr
* charge: +1
* energy: -68813.154 eV

> What is the formula in the third record?

C26H43F6IN3O6

> Among the records above, which one has the highest energy?

C26H43F3O2OsP2